(1)
DFT (ωB97M-V/def2-TZVPD) results for an isolated molecule of C4H6N2O in a non-equilibrium geometry.

XYZ file:
```
13
Properties=species:S:1:pos:R:3:forces:R:3
H -0.219008 -1.101655 1.259287 0.4021 -0.9324 0.0034
H -0.754533 2.116106 -0.745098 0.0575 -0.0816 -0.1904
C 1.131845 0.912142 -0.368923 0.0285 -0.2517 0.1457
H 1.936578 1.581547 -0.638724 -0.0593 -0.0887 -0.0465
H -2.407741 -1.269987 -0.315976 -0.0646 0.1742 0.0707
C -0.288596 1.190760 -0.443675 -0.2352 -0.0911 -0.0402
O 2.327801 -1.162493 0.275102 0.1827 0.1666 0.0257
N -2.299743 -0.293027 -0.067713 -0.2210 0.0011 -0.0176
C 1.250745 -0.371262 0.066519 -0.2184 0.6309 -0.0174
H -2.828767 -0.087741 0.768599 0.1236 0.0961 0.0078
N -0.005746 -0.929885 0.280638 -0.0564 0.2343 0.1866
C -0.943469 0.067192 -0.071837 0.0649 0.3370 -0.2527
H 3.100634 -0.651691 0.001807 -0.0046 -0.1946 0.1249
```
Forces are in eV/Å.

Summary:
Energy above the lowest of the compared OMol25 structures with the same formula, charge and spin = 134.9 kJ/mol
Orbital gap = 8.38 eV
Maximum force = 1.02 eV/A
DFT total energy = -9272.1035 eV
SMILES string = Nc1ccc(O)[nH]1

=====

(2)
DFT (ωB97M-V/def2-TZVPD) results for a cluster of 3 separate species, C20H22F23NO5 in total in a non-equilibrium geometry.

XYZ file:
```
71
Properties=species:S:1:pos:R:3:forces:R:3
F 1.188727 -2.109231 -6.542674 -0.0260 0.0140 0.0789
H -2.611088 -4.591391 -9.946883 0.0015 0.0046 -0.0038
H 2.669700 -0.404430 -2.703140 -0.0587 -0.0071 -0.0222
H -0.313208 -4.415212 -5.984907 -0.1348 0.1123 -0.0066
F -2.556516 -4.767079 -6.647954 -0.0192 0.0280 -0.0211
F 1.201687 0.250208 1.783720 0.2978 -0.2900 0.0984
F -0.218516 -2.014955 -8.218815 -0.0068 -0.0052 0.0355
F 5.228927 -2.817326 -1.044874 -0.0397 0.0135 0.0489
H -2.931837 4.780705 4.001143 -0.0121 -0.0468 0.0755
C -2.408558 5.227590 4.848836 0.3397 -0.0129 0.1847
C 0.990345 5.540322 4.946170 -0.1760 -0.2886 0.4812
F 0.415489 -0.657019 -3.023992 -0.0694 0.0443 0.1098
C 0.054723 0.468301 2.413509 -0.2487 0.6165 -0.2596
C -0.056199 -2.484210 -6.964390 -0.0548 0.0185 -0.2581
H 2.729742 6.387495 4.104646 0.0033 -0.0376 0.0530
F 1.202700 -2.631172 -3.531143 -0.0730 -0.0644 0.0426
C 0.153069 -2.314263 -1.436558 -0.2818 -0.0356 0.1995
H -1.627955 4.568745 6.594950 0.2830 -0.1281 -0.0552
O -0.800881 1.902165 6.354655 -0.0063 0.0130 0.1362
H 0.985876 -4.285069 -7.153564 -0.0097 -0.0084 -0.0077
C -2.205843 1.743901 6.269655 -0.0439 0.0414 -0.2376
H -0.043582 -1.563937 -0.665763 0.0170 0.0168 -0.0136
F -1.081262 2.132671 3.595669 -0.0632 -0.0433 0.0956
F -2.313023 -2.074755 -6.344968 0.0726 -0.0566 -0.0364
H -1.016842 6.880379 5.034714 0.1203 -0.1111 0.0247
F 2.588766 -4.767212 -2.260037 0.0106 -0.0028 0.0205
C -0.009596 0.864136 5.880300 0.0742 -0.1796 0.1098
F -2.846690 -2.953303 -8.827802 -0.0307 -0.0350 -0.0094
C 3.849873 -4.472185 -1.885994 0.0360 -0.0176 -0.0046
F -4.230440 -4.650723 -8.770665 0.0048 0.0111 -0.0123
H -0.854129 -2.078531 -4.980129 0.0218 -0.0784 -0.0267
C -1.034409 -1.788967 -6.017479 -0.1083 0.2167 0.2531
H -2.573057 1.340088 7.218272 -0.0261 -0.0321 -0.0599
H -3.566245 3.344011 6.790505 -0.1559 -0.0350 -0.1622
O -0.766388 -4.647203 -8.008439 -0.1600 0.3665 -0.2128
C 2.444216 -1.253092 -2.058658 0.2449 0.6309 0.0897
C -0.053064 -4.017433 -6.966423 0.4240 -0.3217 0.2380
F -0.349839 -0.634009 3.030747 0.0104 -0.2742 0.1700
C -2.893383 3.102582 5.957120 0.3559 0.1138 0.2480
H 2.194468 4.913940 3.276745 0.0257 -0.0179 0.0659
F 1.577302 2.411597 5.113067 0.0514 0.1294 0.0412
C -2.080109 -4.985961 -7.885196 0.0112 -0.2468 0.0401
H 2.991603 4.811152 4.876266 0.0110 0.0773 -0.0216
F 1.769772 0.340933 4.452836 0.1417 -0.0567 0.0017
O -0.062772 5.274296 4.138982 0.4481 0.6788 -0.5926
C 3.922250 -3.043961 -1.325559 0.1995 0.1388 0.1024
H -0.571566 -0.025109 5.575776 -0.0567 0.1125 -0.0845
H -1.475088 6.505205 3.364209 -0.0126 -0.0101 0.0407
H 4.516782 -4.567334 -2.744573 -0.0004 -0.0005 -0.0027
C 2.315003 5.387883 4.248224 -0.1577 -0.2162 -0.0373
F 0.702304 -3.405408 -0.867817 0.0421 0.0314 -0.0431
O 0.863695 5.867165 6.100228 0.0151 0.1714 -0.3589
F -0.872018 -0.449472 -6.120818 0.0557 -0.0084 -0.0554
H -3.092953 5.911489 5.372830 -0.1867 -0.0060 -0.2679
F 0.859765 2.624210 2.735777 0.0103 0.0525 -0.0525
C 1.065970 -1.744162 -2.519126 0.3101 -0.2126 -0.2019
F -0.847904 0.769726 1.476303 -0.2144 -0.0305 -0.1550
H -2.452560 1.040062 5.468140 0.0303 -0.0653 0.1175
C -1.232027 6.071227 4.335717 -0.3435 -0.1945 0.3451
H 2.399562 -0.869707 -1.037997 -0.0703 -0.1616 0.0454
F 4.224553 -5.338502 -0.920215 -0.0098 -0.0020 -0.0133
F 3.241784 -2.927843 -0.173379 -0.0239 -0.0313 -0.0110
C 0.874971 1.331251 4.728420 -0.2673 0.0497 0.0130
C 0.163753 1.677424 3.386724 0.2496 -0.1500 0.0131
F -2.184720 -6.317707 -8.126538 -0.0190 0.0210 0.0722
H 0.691605 0.547323 6.661024 0.0154 0.0140 -0.0564
F -1.025762 -2.687355 -1.989001 0.0376 0.0591 -0.1178
C -2.939941 -4.290920 -8.950591 -0.0146 -0.0133 -0.0280
N -1.927765 4.163409 5.716585 -0.4253 0.1367 -0.0560
O 3.537257 -2.123659 -2.256254 -0.2884 -0.3863 -0.2264
H -3.488501 2.988212 5.049849 -0.0770 -0.0126 0.1003
```
Forces are in eV/Å.

Summary:
Orbital gap = 9.36 eV
Maximum force = 1.01 eV/A
DFT total energy = -95326.4192 eV
SMILES string = CC(=O)OCCNCCOCC(F)(F)C(F)(F)C(F)(F)F.FC(F)C(F)(F)COC(F)(F)C(F)F.FC(F)C(F)(F)COC(F)(F)C(F)F

=====

(3)
DFT (ωB97M-V/def2-TZVPD) results for a structure of composition C33H87HgN7O9 in a non-equilibrium geometry.

XYZ file:
```
137
Properties=species:S:1:pos:R:3:forces:R:3
H 0.023045 0.849123 -1.458615 -0.1324 -0.0245 -0.2245
H 1.592742 -0.267821 2.294228 -0.1769 -0.1789 0.3365
H -0.489549 0.207707 3.745985 -0.5749 -0.2691 -0.5040
C 1.229208 -3.437920 -2.804210 -0.9196 0.1418 1.2856
C -1.320421 2.226820 -3.356677 0.9111 0.0774 -1.2742
O 0.728588 -3.912133 1.463996 0.4314 0.5041 -1.3924
C -4.797389 -2.279503 -2.117753 0.5451 -0.3572 1.0501
H -3.450181 -3.482292 -3.305337 -0.8413 0.1907 1.6397
H 3.438734 5.190267 1.193530 0.0276 -0.1341 0.3078
H -3.403156 -5.433789 -1.960959 1.1273 -1.3602 -0.7920
H -3.662377 -1.037105 3.452360 -0.0799 0.1860 0.3193
H -0.602872 -4.859613 -1.390573 -0.2781 0.1138 -0.4145
C -4.242790 -4.832719 -1.813423 0.3327 2.0531 0.8244
Hg 0.495406 -2.109701 0.345631 -0.0527 -1.1354 0.7336
H -1.358517 -0.408744 -4.630918 -0.0135 0.3333 0.5336
H -3.911433 -5.410931 2.546386 -1.3051 0.2975 0.4859
C -0.948465 -0.206130 -3.624443 -0.0714 -0.3144 0.5780
H -1.879820 3.484615 1.394032 -0.0296 -0.6939 -0.1401
H -3.110621 -6.427455 0.599780 -0.0281 -0.2057 -0.0615
C 0.552517 6.098500 0.021277 0.4771 2.5639 0.4435
H 2.801554 -1.496707 -0.947448 -0.3603 0.4877 0.2872
C 3.665986 -2.687740 -2.636323 0.1120 -1.0118 -0.0059
H -2.668621 -3.279327 -0.417448 -0.3494 -0.1556 -0.5326
H -1.346006 -4.091337 1.974722 0.1588 -0.6240 -0.0054
H 3.892294 -3.375250 -1.808269 -0.2819 -0.1254 -0.2856
H 2.824247 6.817084 -1.991584 0.6670 0.5769 -0.7904
H -3.004008 2.862518 2.527823 -0.2797 -0.1079 0.7373
N 1.919548 -1.543697 -1.460185 0.3322 1.5981 2.0046
H -7.487068 -1.662862 -3.756128 0.0501 0.3347 0.7840
H -1.475513 5.390505 -0.118292 -0.2134 -0.5327 -0.2095
H 3.696027 0.741725 1.746819 0.0657 -0.4665 0.4560
H -2.619680 -6.825175 4.287531 -0.7025 -0.6673 -0.1171
N -2.619844 -3.132971 -1.435830 0.9966 0.1013 1.0974
H 0.474462 2.733314 1.480184 0.1082 0.2837 -0.0595
H 5.730766 -0.696363 2.346623 -0.1517 -0.1264 -0.3140
H 4.129219 4.384463 -2.548475 -0.4422 0.2423 0.4266
H 7.054296 -1.252586 0.600262 -0.8112 -0.3506 -0.1096
N 1.280610 5.213995 -0.831346 1.4245 -0.1625 -0.4580
O 4.914906 -1.301353 0.461428 0.6539 0.4435 2.2961
H -2.218666 -1.464677 4.284914 -0.4870 0.7333 0.8173
C -0.276966 4.180655 -4.311498 0.6258 0.6095 -0.0442
O 1.379178 -4.406678 -1.706093 0.8618 1.1118 -1.6335
H -5.106734 -5.102876 -2.322445 -1.4423 -0.8526 -0.9644
H -1.740156 -0.131566 -2.842971 0.1594 -0.6911 -0.6814
H -1.778550 2.034254 -2.414732 -0.9409 -0.2428 0.5392
H -1.359592 7.094949 -0.142673 0.3376 -0.2208 -0.2218
H -2.915260 -7.589180 1.955361 0.0171 -0.0320 -0.0850
O -5.772744 -2.407908 -3.062422 -0.9088 -0.0500 -1.5070
H 3.862800 -0.812972 4.458422 -0.3038 0.3755 -0.0649
C -0.244539 1.147063 -3.483912 0.1625 -0.3064 0.2769
H -1.190954 -5.979119 3.853403 -0.2574 0.2896 -0.3116
H -4.385849 -4.893386 -0.756335 -0.5470 0.1528 0.9410
H 4.588478 4.460736 -0.004729 -0.2850 0.1292 0.4781
H 0.752857 8.289441 0.518756 -0.0225 -0.6886 0.0440
C 3.706819 0.126953 3.903281 1.0178 0.3130 -0.8397
H 2.718814 3.390527 -2.196844 -0.1488 0.2914 -0.4860
O -2.537808 0.593629 3.978894 1.2545 0.5352 -0.6057
C 3.541554 4.542400 0.337091 -0.6675 -2.0045 -1.6953
H -0.292604 -1.074353 -3.359045 -0.4390 0.9296 -0.1624
H -0.211800 6.347353 2.006579 -0.0666 -0.1968 0.2491
O -2.656080 -4.845261 4.814592 0.0079 -0.3432 -0.2764
C -0.865617 6.181742 -0.530291 -0.8408 0.5572 1.4089
N 0.564160 1.139666 -2.277284 0.7872 0.1494 0.4932
C -2.297446 -5.882648 3.879384 0.6267 1.3957 0.7479
H 0.188002 -3.064565 -2.677911 0.4461 -0.0106 -0.3507
H -2.604524 -4.246110 6.712940 0.0889 0.0050 0.2903
H 4.370789 -1.875547 -2.481635 -0.2486 0.5059 -0.2231
H 1.153862 -4.394436 0.717066 -0.3060 0.1572 0.9389
H 0.033275 5.195088 -3.967714 -0.3635 -0.6102 -0.4263
H -2.461754 -6.009116 6.501738 0.6021 0.1089 0.1842
C -6.753624 -1.393228 -2.969968 0.0369 -0.8275 -0.8363
C 3.057458 4.434634 -2.267103 0.9651 -1.3307 1.9856
H -2.001161 2.125239 -4.228432 -0.0183 0.5243 0.4930
C 2.777080 5.105253 -0.885544 0.5955 1.3574 -0.1065
C 3.319944 6.546955 -1.070070 -0.5018 0.6062 0.6061
H 2.545887 5.031553 -2.975830 -0.6636 0.1575 -0.9073
H 6.313617 -2.919914 0.668655 -0.2643 1.0435 -0.4296
H 1.322962 -3.817199 -3.826999 0.1231 -0.7297 0.2600
H -4.134751 -1.403233 -2.289264 -0.7241 0.2068 0.3251
H 3.186035 3.485755 0.499378 0.3088 1.0144 0.4127
H 0.640133 3.668862 -4.633925 -0.1988 0.0926 -0.3862
H 0.548335 -5.978997 -0.827369 0.3201 -0.9141 0.2096
H -1.512513 -0.030407 2.214730 -0.0339 -0.3548 0.5431
N 0.185116 1.829563 1.817390 0.3579 -0.0936 0.6183
H -1.487616 -6.664641 1.297887 -1.0427 -0.2097 0.2457
C 1.165115 7.539828 -0.185014 1.0001 -0.5374 1.4510
C 2.717883 7.544644 -0.053855 -0.8177 -1.5813 0.4634
C -1.004074 1.948615 2.641336 -0.5769 0.2375 1.0484
H 3.902797 -3.168369 -3.595256 0.0763 -0.0375 0.3177
C 2.190869 -2.258864 -2.633208 1.0778 -1.2703 -1.8198
H -0.070766 1.322703 0.992585 -0.1307 -0.5899 -0.6784
C -3.024335 -0.678353 4.289928 0.0275 -1.2321 -1.5395
H -6.322777 -0.427990 -3.228324 0.0452 0.3068 0.1297
C -3.813478 -3.427475 -2.192209 1.3490 -0.2689 -1.7768
H 0.435729 1.311714 -4.316467 -0.0516 0.2078 -0.2874
H 4.690723 -2.090657 2.310709 -0.4483 -1.5327 1.0262
H -2.215459 -2.216025 -1.582304 -0.1273 0.0597 -0.2427
H 0.559035 4.727065 1.783089 -0.0710 0.3016 -0.0235
C 6.201338 -1.881142 0.226977 0.1875 -0.2245 -0.4111
H 0.933834 2.073690 -2.083816 -0.1116 -0.3858 -0.0774
C -2.179271 2.550497 1.913767 -0.6137 0.0968 -1.3792
C -2.858297 -5.484373 2.507181 1.6289 -1.0653 0.0907
H 6.298227 -1.926819 -0.872810 0.0389 -0.2265 0.5175
H 4.562669 0.790274 4.121486 -0.0756 -0.3535 -0.0607
C 4.785058 -1.112119 1.954531 0.9518 1.5231 -2.1041
C -1.358814 0.558101 3.139462 -0.0666 0.1072 0.6156
H 3.007456 7.271692 0.977285 -0.1040 0.0988 -0.3216
H -2.660460 -3.518807 2.710810 -0.2188 0.5774 0.4071
H -3.648991 -0.620024 5.178898 0.3614 -0.1713 0.1591
O -0.792464 3.542825 -3.185236 -0.6229 -0.3705 0.6992
H 3.060057 8.537328 -0.182815 0.5636 1.0428 -0.4021
H 0.881460 7.925733 -1.130161 -0.1741 0.1362 -1.2972
H 2.136006 -1.624963 -3.535713 -0.6173 -0.0669 0.2255
H 1.530562 6.231498 1.890881 0.2922 -0.1598 0.5410
H -5.350544 -2.264043 -1.152573 0.9196 0.3213 0.1923
H -1.033428 4.241304 -5.113811 0.3792 0.0204 0.1308
C 0.333706 -5.349526 -1.663559 -0.5354 0.1491 -1.2033
C -2.128327 -5.029182 6.130974 -0.7940 0.3402 -1.2909
H 4.457382 6.586633 -1.096679 -1.5264 -0.1746 -0.2081
C 0.607038 5.794409 1.548642 -0.2999 0.1916 -1.1153
H -0.931399 6.201803 -1.607164 0.2183 -0.1200 -0.3227
H -1.582417 -0.866262 0.044186 -0.4666 0.2325 0.0635
H 2.842939 0.696892 4.270921 -0.0579 -0.5325 -0.3581
N 2.342670 -0.895814 2.024775 1.7978 1.1574 -0.3206
H 2.380575 -1.753892 2.551419 -0.6421 -0.2269 0.3401
H -0.798771 2.542533 3.548900 0.2139 0.0452 -0.3880
N -2.357777 -4.195553 2.042060 -0.2322 -0.1156 -0.5631
C -2.592319 -6.639164 1.533637 1.4439 0.8858 -0.3795
C 3.667765 -0.181140 2.362391 -2.1410 -0.5909 -0.1305
O 0.705326 3.952711 -0.625589 -0.3197 -1.0520 -0.6607
H -1.053755 -4.840651 6.079404 0.1205 -0.5084 0.4429
H 0.224995 -5.900565 -2.660582 0.1337 0.4694 1.3990
O -0.738279 -0.562817 -0.289885 -0.0141 0.2254 0.0051
H -7.151351 -1.383115 -1.948249 -0.3309 0.1639 -0.2198
H 1.577743 -0.585415 -1.630134 0.2221 -0.2865 -0.1439
H -2.628111 1.782957 1.208779 0.6732 0.9739 0.3549
H 0.101052 3.893976 -1.395379 0.1605 -0.3589 0.3062
```
Forces are in eV/Å.

Summary:
Orbital gap = 9.12 eV
Maximum force = 2.77 eV/A
DFT total energy = -68659.4366 eV